(1)
Computed, not measured: 10 unconnected molecules or ions with the total composition C20H40Cl20, with wB97M-V/def2-TZVPD.

E, eV: -271839.579
Multiplicity: 1
Structure (SMILES): ClCCCl.ClCCCl.ClCCCl.ClCCCl.ClCCCl.ClCCCl.ClCCCl.ClCCCl.ClCCCl.ClCCCl
Gap between HOMO and LUMO, eV: 10.44
HOMO energy, Eh: -0.379

XYZ file:
```
80
Properties=species:S:1:pos:R:3:lowdin_charge:R:1
Cl 6.4059 -1.2154 -1.6600 0.530
C 6.3250 -2.1503 -0.1267 -0.640
C 5.7590 -1.3025 0.9957 -0.624
Cl 4.1701 -0.6663 0.5010 0.554
H 7.3390 -2.4546 0.1127 0.073
H 5.7154 -3.0221 -0.3396 0.058
H 6.4132 -0.4508 1.0590 0.064
H 5.5749 -1.9325 1.8584 0.069
Cl 2.1716 3.5364 1.9050 0.566
C 1.1378 3.1358 3.2838 -0.694
C 1.2266 4.1421 4.4178 -0.674
Cl 0.4542 5.7030 4.0946 0.560
H 1.5220 2.2234 3.7193 0.060
H 0.1128 3.0192 2.9289 0.035
H 2.2744 4.2700 4.6190 0.062
H 0.7180 3.6558 5.2496 0.059
Cl -4.9933 2.9582 -1.2581 0.578
C -4.3377 2.1819 -2.7250 -0.647
C -3.2887 1.1401 -2.4401 -0.591
Cl -4.0295 -0.3729 -1.7434 0.570
H -3.8629 2.9543 -3.3428 0.064
H -5.2195 1.8137 -3.2631 0.075
H -2.5117 1.4082 -1.7175 0.031
H -2.8512 0.9484 -3.4270 0.086
Cl 2.9025 1.5016 -2.4244 0.577
C 3.2814 0.1238 -3.5168 -0.643
C 2.2553 0.2157 -4.6358 -0.617
Cl 2.6158 -1.2352 -5.6944 0.504
H 3.1072 -0.8364 -3.0245 0.063
H 4.2467 0.3890 -3.9540 0.069
H 2.3643 1.0154 -5.3376 0.058
H 1.2525 0.0464 -4.2872 0.032
Cl 2.9143 -4.0608 1.4519 0.500
C 1.5517 -5.2700 1.5788 -0.609
C 0.3329 -4.9085 0.7134 -0.619
Cl 0.6801 -5.2070 -1.0423 0.535
H 1.2587 -5.3549 2.6174 0.069
H 1.9224 -6.2146 1.2043 0.056
H -0.0540 -3.9223 0.9183 0.041
H -0.4242 -5.5952 1.1034 0.079
Cl -1.0896 0.9247 5.4465 0.562
C -1.3431 -0.7853 5.8669 -0.662
C -2.2428 -1.5302 4.8924 -0.555
Cl -1.2820 -1.8732 3.3321 0.485
H -1.8208 -0.8215 6.8244 0.064
H -0.3502 -1.2674 5.8438 0.069
H -3.1386 -0.9960 4.5447 0.016
H -2.4053 -2.5065 5.3341 0.070
Cl -1.0381 4.8019 -3.4645 0.558
C 0.0712 3.8463 -2.4813 -0.689
C 1.0926 4.6563 -1.6636 -0.644
Cl 0.4203 5.6075 -0.2990 0.512
H 0.7015 3.2183 -3.1221 0.040
H -0.5293 3.2641 -1.8032 0.023
H 1.5980 5.4192 -2.2807 0.074
H 1.7277 3.8833 -1.2267 0.022
Cl -0.7052 -2.5552 -5.5598 0.512
C -1.5515 -3.6153 -4.3625 -0.641
C -2.6265 -2.9021 -3.5629 -0.631
Cl -4.0577 -2.5305 -4.6541 0.481
H -0.8062 -3.9817 -3.6855 0.033
H -1.9462 -4.5132 -4.8868 0.082
H -2.2896 -1.9508 -3.1782 -0.012
H -2.9871 -3.5392 -2.7677 0.071
Cl -5.1836 2.8568 3.0946 0.537
C -3.9017 1.9396 2.2349 -0.679
C -4.5080 0.7419 1.5126 -0.665
Cl -5.0893 -0.4602 2.7275 0.543
H -3.0728 1.7162 2.9107 0.045
H -3.5798 2.6161 1.4368 0.039
H -3.7479 0.3191 0.8951 0.008
H -5.3980 1.1557 1.0491 0.032
Cl 0.1616 -0.9906 -1.5508 0.637
C 0.5153 -0.9083 0.1297 -0.735
C 0.8017 0.4777 0.6574 -0.658
Cl -0.6702 1.4943 0.6752 0.599
H 1.4259 -1.5031 0.2889 0.027
H -0.2997 -1.3178 0.7355 0.025
H 1.5642 0.9850 0.0398 0.015
H 1.1473 0.4140 1.7047 0.075
```



(2)
Computed, not measured: 5 unconnected molecules or ions with the total composition C20H40ClF3NO5, with wB97M-V/def2-TZVPD.

E, eV: -53781.259
Multiplicity: 1
Total charge: +1
Gap between HOMO and LUMO, eV: 5.79
HOMO energy, Eh: -0.390

XYZ file:
```
70
Properties=species:S:1:pos:R:3:lowdin_charge:R:1
F -0.0147 -4.4799 -1.0300 0.090
C -1.0290 -4.9602 -0.2493 -0.556
F -1.4477 -3.9685 0.5634 0.154
F -2.0386 -5.3113 -1.0798 0.156
C -0.5290 -6.1546 0.5349 -0.082
O 0.0546 -7.0367 -0.3858 -0.131
C 1.3267 -7.4891 -0.0446 -0.219
C 2.3854 -6.4149 -0.2034 -0.117
N 2.8518 -6.2019 -1.6290 -0.275
Cl 1.6896 -6.5634 -2.8708 0.843
H -1.3708 -6.6123 1.0412 0.155
H 0.1583 -5.8111 1.3011 0.143
H 1.5418 -8.3387 -0.6782 0.129
H 1.3765 -7.8496 0.9791 0.145
H 2.0611 -5.4556 0.1673 0.123
H 3.2612 -6.7023 0.3645 0.144
H 3.0890 -5.2177 -1.7501 0.146
H 3.6921 -6.7389 -1.8417 0.148
C 0.7277 0.6205 0.3637 -0.153
C -0.0261 -0.7062 0.3901 -0.157
C 1.1098 -1.7016 0.1943 -0.228
O 2.2700 -1.1247 0.7917 -0.142
C 2.0153 0.2569 1.0831 -0.191
H 0.1954 1.4381 0.8468 0.107
H 0.9300 0.9127 -0.6682 0.105
H -0.4931 -0.8569 1.3663 0.119
H -0.7987 -0.7861 -0.3734 0.109
H 1.3104 -1.8712 -0.8717 0.112
H 0.9127 -2.6648 0.6687 0.090
H 1.9046 0.3685 2.1670 0.110
H 2.8675 0.8530 0.7586 0.121
C 0.8129 3.1082 4.2215 -0.167
C 2.1886 3.5598 4.7039 -0.166
C 2.7866 4.1334 3.4255 -0.205
O 1.6925 4.6518 2.6664 -0.140
C 0.4561 4.2074 3.2296 -0.201
H 0.0778 3.0049 5.0177 0.113
H 0.8934 2.1478 3.7044 0.095
H 2.0832 4.3419 5.4581 0.115
H 2.7922 2.7585 5.1273 0.111
H 3.2843 3.3540 2.8366 0.110
H 3.5020 4.9346 3.6105 0.117
H -0.0288 5.0518 3.7295 0.122
H -0.1977 3.8634 2.4261 0.101
C -1.7684 1.2253 -4.7531 -0.163
C -0.2550 1.0820 -4.8856 -0.169
C 0.2371 1.9101 -3.7065 -0.200
O -0.7628 1.8004 -2.6867 -0.162
C -1.9450 1.2133 -3.2423 -0.209
H -2.3313 0.4368 -5.2493 0.113
H -2.0917 2.1843 -5.1623 0.118
H 0.0354 0.0357 -4.7603 0.110
H 0.1382 1.4321 -5.8382 0.113
H 0.3467 2.9648 -3.9771 0.121
H 1.1893 1.5564 -3.3079 0.111
H -2.0369 0.1891 -2.8604 0.115
H -2.8137 1.7822 -2.9145 0.104
C -2.1112 4.0229 -0.3933 -0.167
C -3.2291 2.9877 -0.3564 -0.178
C -3.7006 3.0847 1.0881 -0.205
O -3.4799 4.4358 1.4911 -0.140
C -2.6689 5.1064 0.5206 -0.198
H -1.8808 4.3869 -1.3925 0.112
H -1.1976 3.5993 0.0303 0.097
H -4.0344 3.2826 -1.0342 0.117
H -2.9053 1.9841 -0.6263 0.094
H -3.1143 2.4250 1.7398 0.112
H -4.7563 2.8414 1.2124 0.117
H -3.2982 5.8098 -0.0348 0.119
H -1.8920 5.6713 1.0362 0.114
```



(3)
Computed, not measured: a molecular structure, C20H40N5Ta, with wB97M-V/def2-TZVPD.

E, eV: -30389.647
Multiplicity: 1
Gap between HOMO and LUMO, eV: 7.68
HOMO energy, Eh: -0.266

XYZ file:
```
66
Properties=species:S:1:pos:R:3:lowdin_charge:R:1
Ta -0.2963 -0.1570 0.0216 1.903
N 0.4738 1.5149 1.0351 -0.417
N 1.0960 -1.5449 0.5382 -0.367
N -1.1967 0.9012 -1.5896 -0.134
N -0.4834 -1.1369 -1.8518 -0.193
H 2.3365 0.6256 1.6254 0.059
C 1.7901 1.5840 1.7050 -0.196
H 1.6848 1.8119 2.7890 0.079
H 2.4279 2.3832 1.2766 0.081
H 0.3176 3.6457 0.9557 0.084
C -0.2580 2.7615 1.3060 -0.159
H -0.4443 2.8905 2.3952 0.076
H -1.2454 2.7667 0.7941 0.048
C 2.2507 -2.0924 -0.1525 -0.167
H 2.0892 -3.1430 -0.4548 0.083
H 2.5310 -1.5218 -1.0367 0.035
H 3.1258 -2.0959 0.5199 0.088
H 0.7301 -3.3447 1.6161 0.084
C 0.9089 -2.2686 1.7878 -0.163
H 1.8045 -2.1860 2.4246 0.085
H 0.0677 -1.8925 2.3775 0.051
C -1.9203 2.1656 -1.9751 -0.431
H -1.2168 2.9714 -1.6752 0.126
C -3.2048 2.3284 -1.1524 -0.070
H -3.0154 2.3430 -0.0616 0.060
H -3.6734 3.2934 -1.4151 0.083
H -3.9192 1.5217 -1.3739 0.071
C -2.2149 2.2347 -3.4761 -0.065
H -2.6183 3.2365 -3.6886 0.086
H -1.2933 2.1008 -4.0589 0.060
H -2.9683 1.4788 -3.7391 0.090
H -0.5117 -3.5094 -4.2985 0.083
C -0.7598 -2.5232 -3.8913 -0.060
H -1.8517 -2.4208 -3.8667 0.092
H -0.3025 -1.7746 -4.5433 0.069
C -0.1765 -2.4440 -2.5019 -0.444
H 0.9310 -2.4868 -2.5429 0.120
C -0.6488 -3.5743 -1.5896 -0.061
H -0.1661 -3.5541 -0.5982 0.052
H -1.7390 -3.5570 -1.4496 0.070
H -0.3922 -4.5333 -2.0574 0.082
H -1.0819 -0.0126 -3.5654 0.098
C -0.6998 0.0302 -2.5417 -0.473
C 2.0130 0.9197 -1.3300 -0.110
H 1.4561 1.8766 -1.1263 0.070
H 2.7584 0.6435 -0.5488 0.054
C 1.9248 0.3169 -2.5486 -0.260
H 2.7424 -0.3531 -2.8897 0.115
C 0.8738 0.6434 -3.4470 -0.120
H 0.6009 1.7490 -3.4429 0.100
H 0.9803 0.3235 -4.4851 0.083
C -0.9969 0.2445 3.4771 -0.085
C -2.0420 -0.2954 2.5976 -0.387
C -3.2966 -0.6695 3.0274 -0.067
C -3.9819 -1.1546 1.9231 -0.068
C -3.1353 -1.0901 0.8298 -0.360
C -3.4707 -1.4974 -0.5445 -0.068
N -1.9290 -0.5126 1.2272 -0.106
H -0.7790 -0.4657 4.2963 0.088
H -1.3430 1.1746 3.9704 0.086
H -0.0408 0.5028 2.9935 0.030
H -3.6325 -0.5953 4.0574 0.110
H -4.9809 -1.5621 1.8680 0.104
H -3.9815 -2.4799 -0.4880 0.089
H -4.1978 -0.8037 -1.0121 0.077
H -2.6134 -1.5974 -1.2090 0.027
```



Q: The highest gap between HOMO and LUMO belongs to which entry?
A: C20H40Cl20